1.
One molecule with the formula C6H12N2 in a non-equilibrium geometry, computed with ωB97M-V with the def2-TZVPD basis set.

## Properties
SMILES: C=C(CC)/C(C)=N\N
HOMO-LUMO gap, eV: 9.650
E_LUMO, Eh: 0.031
2S+1: 1
Net charge: 0

Geometry as XYZ:
```
20
Properties=species:S:1:pos:R:3:mulliken_charge:R:1
N -0.042 -2.027 -0.805 -0.413
N -0.506 -2.391 0.471 -0.510
C 0.995 0.316 0.828 0.103
C 0.272 -0.198 -2.398 -1.234
C 0.865 1.264 2.017 -1.242
C -0.246 0.316 0.036 0.142
C -0.201 -0.716 -1.045 0.315
C -1.384 1.101 -0.019 -0.884
H 1.262 0.310 -2.441 0.250
H 0.979 -0.675 1.218 0.367
H -0.355 0.462 -2.803 0.405
H -0.971 -3.251 0.368 0.329
H -2.152 0.859 -0.714 0.339
H -0.013 1.066 2.716 0.299
H -1.567 2.105 0.524 0.228
H 0.564 2.243 1.668 0.296
H 0.245 -1.106 -3.013 0.378
H -1.356 -1.721 0.710 0.233
H 1.826 1.511 2.576 0.328
H 1.785 0.533 0.105 0.270
```

2.
C6H12N2 as an isolated structure in a non-equilibrium geometry, computed with ωB97M-V with the def2-TZVPD basis set.

## Properties
HOMO-LUMO gap, eV: 9.888
E_LUMO, Eh: 0.036
2S+1: 1
Net charge: 0

Geometry as XYZ:
```
20
Properties=species:S:1:pos:R:3:mulliken_charge:R:1
N -0.774 1.528 1.273 -0.715
N -0.769 0.696 0.138 0.353
C -0.105 -0.536 0.170 1.279
C 1.863 -0.319 -0.172 -0.551
C 2.921 0.064 -0.615 -0.273
C -0.857 1.571 -1.028 -0.776
C -0.140 -1.243 1.522 -1.564
C -0.299 -1.340 -1.062 -1.744
H -1.368 -1.635 -1.145 0.390
H 0.082 1.905 1.527 0.197
H 0.146 -2.294 -1.101 0.471
H -0.922 2.601 -0.594 0.319
H -1.216 1.182 2.045 0.208
H 0.478 -0.930 2.271 0.361
H -1.772 1.226 -1.657 0.243
H 0.070 -0.753 -1.893 0.386
H 0.023 1.558 -1.785 0.242
H -0.153 -2.417 1.343 0.291
H 3.955 0.270 -1.023 0.344
H -1.163 -1.134 1.783 0.537
```

3.
One molecule with the formula C6H12N2 in a non-equilibrium geometry, computed with ωB97M-V with the def2-TZVPD basis set.

## Properties
HOMO-LUMO gap (spin up / spin down), eV: 6.888 / 9.437
E_LUMO (spin up / spin down), Eh: -0.030 / 0.000
2S+1: 1
Net charge: 0

Geometry as XYZ:
```
20
Properties=species:S:1:pos:R:3:mulliken_charge:R:1
N -1.297 -0.005 -0.711 -0.828
N -1.135 -1.187 1.748 -0.701
C -0.045 0.067 -0.113 1.693
C -0.835 2.403 0.702 -1.244
C 0.882 -2.136 -1.077 -1.244
C 1.148 -0.657 -0.822 -0.790
C -0.103 -0.598 1.357 -0.405
C 0.184 1.449 0.232 -0.772
H -0.036 -2.263 -1.649 0.306
H 1.711 -2.573 -1.638 0.402
H 0.819 -0.575 1.931 0.427
H -1.143 3.071 -0.114 0.321
H 1.207 1.822 0.174 0.441
H -1.879 -1.068 1.043 0.346
H 1.307 -0.139 -1.771 0.393
H -1.736 1.860 1.011 0.366
H 2.049 -0.516 -0.212 0.337
H -0.450 3.046 1.498 0.344
H -1.421 0.689 -1.445 0.271
H 0.774 -2.691 -0.143 0.336
```

What did we get for ΔE to the lowest compared entry with this formula, charge and spin? Answer: 70.4 129.4 95.0 kcal per mole, in the order shown.
What did we get for total energy? Answer: -9393.799 -9391.238 -9392.728 eV, in the order shown.